Record 1
Formula: C15H34BF5N5O8P4S
Source: the OMol25 dataset
Level of theory: the ωB97M-V functional and the def2-TZVPD basis

- energy relative to the best compared isomer or geometry (same formula, charge and spin) (eV) = 0.000
- charge = +1
- frontier orbital gap (eV) = 7.90

```
73
Properties=species:S:1:pos:R:3:lowdin_charge:R:1
C -2.92 2.23 -3.98 0.015
B -1.84 1.16 -3.52 -0.528
O -1.13 0.51 -4.49 0.147
C -1.66 0.86 -1.95 -0.161
C -0.15 0.93 -1.58 -0.257
C 0.53 2.22 -2.07 -0.138
C 1.44 2.03 -3.32 -0.149
C 2.54 0.98 -3.08 -0.069
C 3.63 0.99 -4.15 -0.449
F 3.02 1.25 -5.33 0.123
F 4.54 1.91 -3.88 0.156
C 4.33 -0.40 -4.32 -0.573
F 4.19 -1.19 -3.26 0.159
F 5.63 -0.23 -4.54 0.187
F 3.87 -1.05 -5.38 0.184
N 0.00 0.73 -0.09 -0.065
P -0.46 2.19 0.83 0.776
N 0.84 2.94 1.30 -0.270
C -0.59 -0.43 0.31 -0.439
N -0.29 -0.96 1.47 -0.045
P 0.85 -0.32 2.66 0.381
S 0.01 0.48 4.20 0.228
N -1.47 -1.23 -0.45 -0.025
C -0.58 -2.21 -1.14 -0.141
C -1.04 -3.66 -0.96 -0.221
N -1.73 -3.89 0.05 0.123
C -2.33 -0.42 -1.38 -0.332
P -3.76 0.21 -0.31 0.491
O -4.48 1.25 -0.99 -0.199
O -4.80 -0.97 0.06 -0.084
O -3.19 0.82 1.10 -0.146
P -3.24 -1.46 -2.66 0.488
O -4.38 -0.74 -3.17 -0.174
O -3.85 -2.80 -1.95 -0.115
O -2.27 -2.04 -3.82 -0.097
H -2.52 2.94 -4.72 0.076
H -3.37 2.73 -3.12 0.066
H -3.73 1.64 -4.44 0.086
H -1.56 0.71 -5.34 0.132
H -2.11 1.73 -1.45 0.092
H 0.32 0.07 -2.07 0.123
H -0.17 3.06 -2.22 0.133
H 1.23 2.58 -1.30 0.105
H 1.96 2.99 -3.42 0.136
H 0.88 1.89 -4.24 0.109
H 2.15 -0.04 -2.97 0.116
H 3.01 1.23 -2.12 0.146
H -1.26 3.02 0.02 0.060
H -1.14 1.76 2.00 -0.018
H 0.82 2.96 2.32 -0.036
H -0.74 -1.84 1.72 0.134
H 1.71 0.55 1.94 -0.003
H 1.64 -1.43 3.02 0.004
H 0.41 -2.19 -0.65 0.135
H -0.35 -1.95 -2.18 0.120
H -0.74 -4.46 -1.65 0.131
H -1.96 -4.89 0.11 0.081
H -4.67 -1.22 0.99 0.090
H -3.23 0.20 1.84 0.090
H -3.59 -3.58 -2.45 0.084
H -1.86 -2.88 -3.58 0.077
C 1.18 -0.54 8.07 -0.066
C 2.56 -0.93 7.57 -0.495
C 3.66 -0.16 8.28 -0.061
O 2.64 -0.69 6.16 -0.105
H 1.00 0.52 7.89 0.080
H 0.41 -1.10 7.55 0.073
H 1.09 -0.73 9.14 0.083
H 2.71 -2.00 7.71 0.139
H 3.55 0.92 8.11 0.083
H 4.64 -0.45 7.90 0.081
H 3.63 -0.34 9.36 0.083
H 2.51 0.25 6.01 0.055
```


Record 2
Formula: C7H12N4O2
Source: the OMol25 dataset
Level of theory: the ωB97M-V functional and the def2-TZVPD basis

- energy relative to the best compared isomer or geometry (same formula, charge and spin) (eV) = 7.507
- charge = 0
- frontier orbital gap (spin up / spin down) (eV) = 8.50 / 8.51

```
25
Properties=species:S:1:pos:R:3:lowdin_charge:R:1
C -1.52 -1.03 -0.59 -0.107
C 0.58 -1.38 0.62 -0.138
C 0.58 -0.06 -1.49 -0.095
C -0.93 0.19 1.54 -0.137
C -1.01 1.52 -0.53 -0.103
C -0.05 -1.25 -0.84 -0.270
C -1.65 0.31 0.21 -0.253
N 0.47 -0.16 1.35 -0.125
N 0.44 1.19 -0.58 -0.133
N 0.91 1.01 0.68 0.028
N 2.92 1.02 0.57 -0.282
O 3.22 1.21 1.69 0.091
O 3.52 0.89 -0.44 0.090
H -2.02 -1.04 -1.51 0.097
H -1.91 -1.83 0.12 0.142
H 0.18 -2.10 1.21 0.080
H 1.59 -1.80 0.42 0.130
H 1.58 -0.08 -1.76 0.084
H -0.04 0.17 -2.32 0.105
H -0.72 1.18 2.02 0.143
H -1.31 -0.54 2.25 0.130
H -1.34 1.72 -1.64 0.153
H -1.12 2.44 0.09 0.125
H 0.27 -2.16 -1.35 0.141
H -2.64 0.56 0.26 0.103
```


Record 3
Formula: CH4P2
Source: the OMol25 dataset
Level of theory: the ωB97M-V functional and the def2-TZVPD basis

- energy relative to the best compared isomer or geometry (same formula, charge and spin) (eV) = 1.478
- charge = 0
- frontier orbital gap (eV) = 8.88
- SMILES = [H]/P=C/P

```
7
Properties=species:S:1:pos:R:3:lowdin_charge:R:1
H 2.65 0.98 -0.05 -0.151
P 1.23 1.08 -0.40 0.693
C 0.32 -0.06 0.43 -0.950
P -1.53 -0.03 0.24 0.600
H 0.51 -0.64 1.24 -0.076
H -1.65 0.35 -1.27 -0.092
H -1.53 -1.68 -0.18 -0.025
```


Record 4
Formula: CH7N3O2
Source: the OMol25 dataset
Level of theory: the ωB97M-V functional and the def2-TZVPD basis

- energy relative to the best compared isomer or geometry (same formula, charge and spin) (eV) = 4.317
- charge = 0
- frontier orbital gap (eV) = 10.52
- SMILES = CN(NO)NO

```
13
Properties=species:S:1:pos:R:3:lowdin_charge:R:1
C -0.32 1.42 0.40 -0.077
N 0.03 0.04 0.10 -0.262
N -0.87 -0.69 -0.66 -0.055
O -1.81 -1.30 0.31 -0.079
N 1.36 -0.08 -0.48 -0.076
O 2.00 -1.24 0.04 -0.078
H -1.17 1.41 1.07 0.080
H -0.55 2.00 -0.49 0.078
H 0.53 1.87 0.91 0.079
H -1.49 -0.08 -1.20 0.115
H -1.37 -2.11 0.59 0.077
H 1.32 -0.28 -1.48 0.116
H 2.35 -0.97 0.90 0.083
```


Record 5
Formula: C5H7N
Source: the OMol25 dataset
Level of theory: the ωB97M-V functional and the def2-TZVPD basis

- energy relative to the best compared isomer or geometry (same formula, charge and spin) (eV) = 4.402
- charge = 0
- frontier orbital gap (eV) = 8.64

```
13
Properties=species:S:1:pos:R:3:lowdin_charge:R:1
N 2.31 -0.07 1.69 0.150
C 1.70 -0.19 0.72 -0.213
C 0.91 -0.28 -0.53 -0.436
C -0.53 -0.79 -0.25 -0.225
C -1.33 0.33 0.41 -0.107
C 0.60 1.01 -1.22 0.200
H 1.40 -0.97 -1.22 0.138
H -0.98 -1.04 -1.21 0.114
H -0.49 -1.70 0.36 0.119
H -2.38 0.06 0.53 0.080
H -0.90 0.62 1.37 0.089
H 0.81 1.84 -0.52 0.030
H -1.31 1.19 -0.28 0.062
```


Record 6
Formula: C20H26FN2O3PPdS2
Source: the OMol25 dataset
Level of theory: the ωB97M-V functional and the def2-TZVPD basis

- energy relative to the best compared isomer or geometry (same formula, charge and spin) (eV) = 0.382
- charge = +2
- frontier orbital gap (eV) = 6.33

```
56
Properties=species:S:1:pos:R:3:lowdin_charge:R:1
Pd 0.27 -0.73 0.09 0.853
C 0.76 3.59 2.21 0.020
N -0.11 3.34 1.05 -0.105
C -0.88 4.48 0.54 0.003
C -0.22 2.14 0.53 -0.368
O 0.42 1.15 0.98 -0.090
C -1.20 1.94 -0.61 -0.051
O -1.06 0.64 -1.19 -0.180
C -0.52 0.57 -2.51 -0.071
C 0.98 0.32 -2.46 -0.370
O 1.51 -0.05 -1.37 -0.161
N 1.69 0.49 -3.54 -0.100
C 3.14 0.25 -3.55 0.024
C 1.10 0.95 -4.81 0.009
H 0.16 3.98 3.03 0.111
H 1.51 4.32 1.93 0.110
H 1.24 2.67 2.51 0.092
H -0.72 5.32 1.21 0.105
H -1.95 4.26 0.53 0.106
H -0.55 4.77 -0.46 0.106
H -1.09 2.71 -1.38 0.139
H -2.22 2.00 -0.22 0.163
H -0.76 1.47 -3.07 0.140
H -1.01 -0.27 -3.01 0.160
H 3.48 0.04 -2.54 0.094
H 3.64 1.13 -3.93 0.111
H 3.36 -0.60 -4.19 0.111
H 0.18 0.41 -5.03 0.104
H 1.80 0.74 -5.60 0.107
H 0.91 2.02 -4.78 0.112
S 0.36 -2.84 -0.81 0.485
P 1.84 -3.35 0.54 0.348
S 2.13 -1.40 1.19 0.563
C 1.25 -4.39 1.86 -0.389
C 0.37 -3.88 2.82 -0.083
C -0.11 -4.72 3.80 -0.040
C 0.28 -6.06 3.82 -0.030
C 1.14 -6.56 2.86 -0.044
C 1.64 -5.73 1.87 -0.062
C 3.28 -4.06 -0.20 -0.415
C 3.23 -4.61 -1.48 -0.086
C 4.36 -5.23 -1.99 -0.047
C 5.52 -5.28 -1.24 -0.035
C 5.57 -4.72 0.03 -0.042
C 4.45 -4.11 0.56 -0.079
H 0.06 -2.84 2.80 0.081
H -0.78 -4.34 4.55 0.121
H -0.10 -6.72 4.59 0.122
H 1.44 -7.60 2.88 0.120
H 2.32 -6.12 1.13 0.112
H 2.32 -4.56 -2.07 0.090
H 4.33 -5.67 -2.98 0.119
H 6.40 -5.76 -1.65 0.122
H 6.49 -4.77 0.61 0.122
H 4.49 -3.70 1.56 0.120
F -0.98 -1.26 1.37 -0.454
```


Record 7
Formula: C37H56Cl3N3O17PS
Source: the OMol25 dataset
Level of theory: the ωB97M-V functional and the def2-TZVPD basis

- charge = +1
- frontier orbital gap (eV) = 7.58

```
118
Properties=species:S:1:pos:R:3:lowdin_charge:R:1
C 2.09 6.73 0.34 -0.067
C 1.14 5.52 0.29 -0.224
C -0.30 5.90 -0.04 -0.155
C -1.35 4.82 0.37 -0.271
C -2.68 5.02 -0.39 -0.050
C -0.76 3.42 0.26 -0.046
C -0.56 2.68 1.45 -0.015
C -1.04 3.22 2.78 -0.529
O -0.27 3.45 3.64 0.188
O -2.37 3.48 2.83 -0.077
C -3.15 2.89 3.87 -0.630
Cl -2.39 1.44 4.54 0.758
C -4.60 2.54 3.37 -0.664
C -4.77 1.13 2.85 -0.179
Cl -4.99 3.61 1.97 0.674
C 0.11 1.47 1.40 -0.464
Cl 0.42 0.61 2.84 0.890
C 0.55 0.93 0.17 -0.192
C 1.24 -0.40 0.16 -0.154
C 0.26 -1.58 -0.01 -0.155
N 0.82 -2.91 0.19 -0.042
C 1.64 -3.40 -0.93 -0.196
C 3.09 -2.88 -1.00 -0.059
C 1.31 -3.14 1.46 -0.505
C 2.24 -4.30 1.72 0.031
O 0.99 -2.44 2.40 0.021
N 0.32 1.64 -0.97 -0.056
P 0.82 0.90 -2.54 0.502
S -0.47 -0.32 -3.26 0.316
C -0.32 2.87 -0.94 -0.123
C -0.49 3.60 -2.25 -0.156
O -1.25 2.88 -3.21 -0.153
N -2.63 2.81 -2.86 0.010
O -3.16 1.99 -3.48 0.109
H 2.64 6.71 1.27 0.076
H 2.84 6.66 -0.44 0.073
H 1.56 7.68 0.31 0.042
H 1.14 5.07 1.28 0.110
H 1.55 4.77 -0.39 0.099
H -0.43 6.21 -1.07 0.101
H -0.52 6.77 0.57 0.125
H -1.56 5.04 1.40 0.123
H -3.32 5.62 0.25 0.078
H -3.21 4.10 -0.57 0.060
H -2.54 5.60 -1.29 0.069
H -3.26 3.59 4.70 0.118
H -5.31 2.77 4.16 0.105
H -4.83 0.40 3.66 0.070
H -3.95 0.85 2.19 0.072
H -5.68 1.08 2.27 0.069
H 1.82 -0.52 1.06 0.093
H 1.96 -0.42 -0.66 0.059
H -0.21 -1.57 -0.98 0.043
H -0.55 -1.44 0.71 0.128
H 1.10 -3.14 -1.84 0.110
H 1.64 -4.48 -0.92 0.084
H 3.34 -2.21 -0.18 0.073
H 3.76 -3.73 -0.93 0.067
H 3.28 -2.44 -1.97 0.075
H 3.23 -3.88 1.79 0.097
H 1.98 -4.63 2.71 0.072
H 2.18 -5.09 0.97 0.079
H 1.01 1.98 -3.40 0.002
H 2.09 0.38 -2.31 0.004
H -0.91 4.58 -2.11 0.099
H 0.48 3.74 -2.71 0.120
C -3.62 10.73 -1.61 -0.013
C -2.13 10.50 -1.78 -0.312
C -1.76 9.16 -2.37 -0.094
O -0.47 8.92 -1.79 0.048
C -0.42 9.59 -0.61 -0.558
O 0.42 9.43 0.21 0.152
O -1.46 10.44 -0.50 0.096
H -4.18 10.28 -2.43 0.090
H -3.97 10.32 -0.66 0.094
H -3.85 11.80 -1.61 0.087
H -1.68 11.32 -2.35 0.160
H -1.70 9.18 -3.45 0.141
H -2.44 8.37 -2.05 0.131
C 6.97 -4.85 -4.35 -0.014
C 5.96 -5.61 -3.52 -0.309
C 5.39 -6.84 -4.18 -0.080
O 4.08 -6.93 -3.59 0.081
C 3.71 -5.69 -3.24 -0.551
O 2.60 -5.38 -2.92 0.136
O 4.75 -4.83 -3.30 0.074
H 7.58 -5.53 -4.93 0.092
H 6.47 -4.15 -5.01 0.094
H 7.64 -4.27 -3.71 0.085
H 6.37 -5.85 -2.53 0.159
H 5.96 -7.74 -3.98 0.144
H 5.28 -6.72 -5.26 0.144
C -0.58 -6.38 -3.57 -0.013
C -1.43 -6.73 -2.37 -0.325
C -0.74 -7.60 -1.35 -0.100
O -1.84 -8.31 -0.76 0.062
C -2.83 -8.38 -1.69 -0.560
O -3.78 -9.07 -1.61 0.177
O -2.56 -7.55 -2.73 0.082
H 0.46 -6.24 -3.29 0.056
H -0.65 -7.14 -4.34 0.096
H -0.92 -5.44 -4.02 0.083
H -1.82 -5.82 -1.90 0.153
H -0.20 -7.04 -0.59 0.130
H -0.06 -8.33 -1.81 0.143
C -1.39 -3.56 5.57 -0.016
C -0.47 -4.64 6.10 -0.327
C -0.24 -5.77 5.14 -0.107
O 0.03 -6.87 6.00 0.065
C -0.61 -6.62 7.18 -0.552
O -0.77 -7.42 8.04 0.181
O -1.03 -5.33 7.23 0.083
H -1.25 -3.45 4.49 0.078
H -2.43 -3.81 5.77 0.094
H -1.19 -2.60 6.04 0.080
H 0.49 -4.20 6.42 0.158
H 0.60 -5.58 4.48 0.122
H -1.13 -6.00 4.54 0.143
```


Record 8
Formula: C15H17FN2O2PS2
Source: the OMol25 dataset
Level of theory: the ωB97M-V functional and the def2-TZVPD basis

- charge = +1
- frontier orbital gap (eV) = 5.92

```
40
Properties=species:S:1:pos:R:3:lowdin_charge:R:1
C 5.15 -0.69 0.47 -0.091
C 3.70 -0.01 0.31 -0.220
C 3.72 1.44 0.93 -0.135
O 2.38 1.90 1.36 -0.030
C 1.51 1.80 0.30 -0.180
N 1.56 2.66 -0.80 0.230
C 0.64 2.56 -1.86 -0.174
F 0.76 3.48 -2.87 0.093
C -0.44 1.56 -1.90 0.115
C -0.56 0.56 -0.75 -0.034
C -1.64 -0.50 -0.72 -0.115
C -2.68 -0.57 -1.90 -0.129
C -3.95 0.33 -1.51 -0.213
O -5.11 -0.47 -1.17 -0.103
C -1.71 -1.42 0.47 -0.207
P -3.07 -2.72 0.49 0.370
S -2.68 -4.31 1.53 0.176
C -0.67 -1.20 1.55 -0.210
N -0.74 -2.06 2.75 0.061
C -1.77 -1.66 3.35 -0.740
S -3.12 -1.09 4.02 0.754
C 0.39 -0.19 1.54 0.071
C 0.46 0.73 0.36 -0.027
H 5.18 -1.25 1.45 0.088
H 5.30 -1.36 -0.42 0.084
H 5.93 0.13 0.48 0.080
H 3.43 -0.02 -0.79 0.114
H 2.98 -0.71 0.83 0.107
H 4.40 1.42 1.84 0.150
H 4.13 2.15 0.15 0.132
H 2.30 3.37 -0.77 0.197
H -1.12 1.57 -2.79 0.124
H -3.01 -1.61 -2.16 0.100
H -2.22 -0.10 -2.81 0.097
H -4.27 1.00 -2.37 0.130
H -3.73 1.02 -0.63 0.133
H -5.19 -0.51 -0.19 0.072
H -4.29 -2.15 0.96 -0.014
H -3.27 -3.14 -0.87 0.003
H 1.12 -0.05 2.38 0.141
```


Record 9
Formula: C5H7NO5
Source: the OMol25 dataset
Level of theory: the ωB97M-V functional and the def2-TZVPD basis

- energy relative to the best compared isomer or geometry (same formula, charge and spin) (eV) = 0.000
- charge = 0
- frontier orbital gap (eV) = 10.21
- SMILES = O=C(O)CCNC(=O)C(=O)O

```
18
Properties=species:S:1:pos:R:3:lowdin_charge:R:1
O 3.72 -0.02 0.01 0.091
C 2.55 0.26 -0.21 -0.479
O 2.16 1.58 -0.09 0.062
C 1.37 -0.68 -0.53 -0.079
C 0.47 -0.85 0.70 -0.186
N -0.82 -1.31 0.30 0.063
C -1.94 -0.60 -0.10 -0.358
O -2.91 -1.17 -0.56 0.098
C -1.85 0.95 -0.03 -0.429
O -0.86 1.62 -0.19 0.099
O -2.97 1.57 0.20 0.162
H 1.17 1.74 -0.19 0.096
H 0.80 -0.16 -1.33 0.126
H 1.69 -1.63 -0.98 0.126
H 0.86 -1.65 1.34 0.135
H 0.38 0.10 1.29 0.142
H -1.05 -2.29 0.17 0.163
H -2.76 2.54 0.23 0.168
```


Record 10
Formula: C8H10Cl2Si
Source: the OMol25 dataset
Level of theory: the ωB97M-V functional and the def2-TZVPD basis

- energy relative to the best compared isomer or geometry (same formula, charge and spin) (eV) = 3.875
- charge = 0
- frontier orbital gap (eV) = 9.06

```
21
Properties=species:S:1:pos:R:3:lowdin_charge:R:1
C 0.54 1.30 0.04 -0.056
C 1.56 0.42 0.16 -0.047
C -0.84 0.95 -0.08 -0.350
C 1.43 -1.00 0.16 -0.356
C -1.26 -0.33 -0.10 -0.183
C 0.21 -1.55 0.02 -0.548
C -1.83 2.08 -0.18 -0.081
C 2.67 -1.83 0.29 -0.062
Si -2.88 -1.25 -0.18 0.188
Cl -0.20 -3.18 -0.07 0.689
Cl -4.45 -0.04 0.28 0.274
H 0.76 2.36 0.05 0.108
H 2.57 0.81 0.26 0.113
H -1.36 2.96 -0.61 0.077
H -2.69 1.81 -0.78 0.042
H -2.18 2.33 0.82 0.088
H 3.28 -1.47 1.12 0.083
H 2.42 -2.87 0.46 0.049
H 3.26 -1.75 -0.62 0.088
H -2.92 -2.30 0.82 -0.064
H -3.11 -1.74 -1.54 -0.052
```


Record 11
Formula: CN2O4S
Source: the OMol25 dataset
Level of theory: the ωB97M-V functional and the def2-TZVPD basis

- energy relative to the best compared isomer or geometry (same formula, charge and spin) (eV) = 0.467
- charge = 0
- frontier orbital gap (eV) = 10.11

```
8
Properties=species:S:1:pos:R:3:lowdin_charge:R:1
C -2.17 -0.34 -0.12 -0.380
N -1.12 -0.52 -0.73 -0.092
N 2.57 -0.64 0.37 -0.064
O 3.30 0.13 -0.10 0.079
O 1.23 -0.48 0.19 -0.351
O -0.22 1.59 0.37 -0.415
O -3.05 -0.07 0.53 0.258
S 0.18 0.57 -0.60 0.964
```


Record 12
Formula: CH4NO2S
Source: the OMol25 dataset
Level of theory: the ωB97M-V functional and the def2-TZVPD basis

- energy relative to the best compared isomer or geometry (same formula, charge and spin) (eV) = 2.738
- charge = -1
- frontier orbital gap (eV) = 8.70
- SMILES = C[S@](=N)(=O)[O-]

```
9
Properties=species:S:1:pos:R:3:lowdin_charge:R:1
C -1.14 0.26 -0.18 -0.179
S 0.64 -0.48 0.18 0.365
N 1.58 0.67 0.70 -0.312
O 1.13 -1.14 -1.04 -0.459
O 0.15 -1.47 1.15 -0.459
H -1.28 0.63 0.81 0.003
H -1.14 0.95 -1.02 0.014
H -1.92 -0.50 -0.38 0.027
H 1.98 1.08 -0.21 -0.001
```